Formula: C4H7CeO4
Source: the OMol25 dataset
Level of theory: ωB97M-V with the def2-TZVPD basis set

Summary:
M in g/mol: 259.21
Energy relative to the best compared isomer or geometry (same formula, charge and spin) in kJ/mol: 69.49
Multiplicity: 2
Net charge: 0
Calculated total energy in hartree: -932.4694

```
16
Properties=species:S:1:pos:R:3:forces:R:3:mulliken_spin:R:1
C 0.175177 -2.843635 -0.784854 2.094 -4.807 0.529 0.01
O -0.229987 -3.312903 -1.794088 -0.373 2.663 1.133 0.00
O 0.806861 -2.986362 0.223079 -1.671 2.113 -1.393 0.01
Ce 1.273844 -0.317563 2.605617 -1.534 0.298 -0.839 0.87
O -1.022963 -0.059633 1.925741 1.586 0.184 0.377 0.04
C -1.498198 0.014843 0.692859 1.149 -2.207 -0.691 0.01
C -0.055728 -0.148909 -0.553052 -1.311 2.035 -0.685 0.00
O 0.979151 0.623190 0.051701 0.075 0.124 0.993 0.04
C 0.925281 2.021811 -0.121169 -0.193 0.554 0.072 0.03
H -1.991459 0.978635 0.445939 0.558 -0.402 -0.339 0.00
H -2.105219 -0.867912 0.404215 -0.056 0.593 0.002 0.00
H -0.597776 0.382412 -1.354011 0.163 0.868 0.282 0.00
H 0.612080 -0.631717 -1.283236 -0.725 -2.089 0.481 0.00
H 1.248200 2.463766 0.829800 0.065 0.231 -0.336 -0.03
H 1.581928 2.325482 -0.950861 -0.125 -0.023 0.284 0.00
H -0.101190 2.358496 -0.337682 0.299 -0.134 0.130 0.00
```
Forces are in eV/Å.